1.
ORCA calculation (ωB97M-V/def2-TZVPD) on 2 unconnected molecules or ions with the total composition C2H3N3S.

Geometry as XYZ:
```
9
C2H3N3S, DFT ωB97M-V/def2-TZVPD
C 0.431 -0.753 0.336
C 1.259 0.359 0.930
N 0.323 1.251 0.288
N -0.461 0.283 -0.212
N -1.534 0.374 -0.743
S 2.048 -0.587 -0.418
H 0.031 -1.696 0.663
H 0.332 2.218 -0.004
H -2.428 -1.449 -0.840
```

Output
* max |F|: 4.03 eV/Å
* ΔE to the lowest compared entry with this formula, charge and spin: 927.70 kJ/mol
* gap between HOMO and LUMO (spin up / spin down): 9.54 / 5.62 eV


2.
ORCA calculation (ωB97M-V/def2-TZVPD) on a single C2H3N3S molecule.

Geometry as XYZ:
```
9
C2H3N3S, DFT ωB97M-V/def2-TZVPD
C 0.633 0.234 0.001
C -0.991 -0.037 -1.236
H 1.945 0.093 1.877
H -1.670 0.216 -2.126
H -0.665 -0.475 1.671
N 0.367 0.513 -1.260
N -1.507 -0.382 -0.093
N -0.419 -0.389 0.708
S 2.307 0.226 0.458
```

Output
* max |F|: 4.80 eV/Å
* ΔE to the lowest compared entry with this formula, charge and spin: 100.56 kJ/mol
* gap between HOMO and LUMO: 9.74 eV
* SMILES: Sc1ncn[nH]1


3.
ORCA calculation (ωB97M-V/def2-TZVPD) on a gas-phase ion, C2H3N3S (charge +2).

Geometry as XYZ:
```
9
C2H3N3S, DFT ωB97M-V/def2-TZVPD
C 0.166 -0.740 -1.237
C -0.598 0.378 0.513
N -1.020 -1.146 -0.884
N -1.545 -0.459 0.023
N 0.594 0.098 -0.279
S -0.570 1.337 1.933
H 0.603 -1.061 -2.113
H 1.622 0.495 -0.073
H 0.747 1.098 2.118
```

Output
* max |F|: 3.84 eV/Å
* charge: +2
* ΔE to the lowest compared entry with this formula, charge and spin: 141.03 kJ/mol
* gap between HOMO and LUMO (spin up / spin down): 7.08 / 7.86 eV


4.
ORCA calculation (ωB97M-V/def2-TZVPD) on a gas-phase ion, C2H3N4 (charge -1).

Geometry as XYZ:
```
9
C2H3N4, DFT ωB97M-V/def2-TZVPD
C -0.213 0.052 0.082
C 1.442 0.005 0.023
N -0.937 0.957 -0.569
N -0.956 -0.954 0.540
N -2.185 0.627 -0.290
N -2.213 -0.527 0.383
H 1.758 0.990 -0.138
H 1.859 -0.456 0.902
H 1.444 -0.693 -0.934
```

Output
* max |F|: 5.89 eV/Å
* charge: -1
* ΔE to the lowest compared entry with this formula, charge and spin: 50.50 kJ/mol
* gap between HOMO and LUMO: 8.74 eV